(1)
Below is a structure of composition C3H12N2O4P2 at a distorted geometry, with properties calculated with ωB97M-V/def2-TZVPD.

The geometry in XYZ format:
```
23
Properties=species:S:1:pos:R:3:forces:R:3:mulliken_charge:R:1
C -2.061 -1.720 -0.887 -0.310 -0.041 -0.004 -0.69
C 2.203 1.893 0.107 -2.339 0.860 2.720 -0.90
C -0.652 -1.999 -0.480 0.383 3.451 1.172 -0.50
N -0.366 0.743 -0.116 0.164 -2.165 1.208 -0.23
N 2.770 0.736 -0.486 -0.658 -0.318 -2.616 -0.51
O -0.721 -0.693 2.173 0.794 0.102 -2.524 -0.85
O 1.424 -1.115 0.837 0.886 1.960 -0.636 -0.53
O -2.491 2.136 -0.804 -0.466 -0.173 -0.265 -0.63
O -2.467 1.110 1.514 -1.662 1.792 -2.526 -0.41
P -0.057 -0.691 0.783 -3.167 -1.591 0.945 0.89
P -1.823 1.210 0.087 0.057 2.040 0.514 0.56
H -2.144 -1.884 -1.956 -0.346 0.642 -0.215 0.31
H -2.645 -2.518 -0.452 -0.910 0.478 0.428 0.28
H -2.383 -0.645 -0.587 -0.223 -1.959 -0.704 0.11
H 1.167 1.949 -0.183 0.021 0.385 -0.465 0.35
H 2.023 1.621 1.218 0.829 0.961 -1.291 0.31
H 2.607 2.902 -0.023 0.657 -0.432 0.002 0.37
H 0.016 -1.825 -1.319 0.392 -0.564 0.189 0.27
H -0.543 -2.873 0.091 0.423 -1.547 0.159 0.44
H 3.741 0.792 -0.252 0.759 -0.816 -0.656 0.21
H 1.807 -0.336 0.249 1.732 -1.018 0.252 0.41
H 2.543 0.679 -1.542 1.144 0.246 2.272 0.28
H -1.950 0.529 2.028 1.840 -2.290 2.041 0.46
```
Forces are in eV/Å.

The molecular weight is 202.09 g mol⁻¹. The orbital gap is 10.10 eV. The net charge is 0. The energy above the lowest of the compared OMol25 structures with the same formula, charge and spin is 1.540 eV.

***

(2)
Below is a structure of composition C19H15Cl3CoNS4Si, with properties calculated with ωB97M-V/def2-TZVPD.

The geometry in XYZ format:
```
44
Properties=species:S:1:pos:R:3:forces:R:3:mulliken_charge:R:1
Co 0.380 0.214 0.037 -0.202 0.000 -0.043 -0.44
S 1.560 -1.603 -0.600 0.072 0.031 -0.131 -0.36
C 2.549 -1.959 0.793 -0.035 0.069 0.080 1.01
C 3.615 -2.858 0.715 0.029 -0.023 0.010 -0.68
C 4.442 -3.062 1.806 -0.002 0.015 0.019 -0.53
C 4.239 -2.381 3.003 -0.029 -0.011 -0.027 -0.66
C 3.177 -1.498 3.105 0.032 -0.040 0.019 -0.57
C 2.343 -1.313 2.012 0.032 0.028 -0.112 0.10
S 0.958 -0.214 2.140 -0.040 -0.008 -0.013 -0.20
C -0.317 -1.481 2.517 -0.003 -0.011 0.064 -1.02
C -1.415 -1.584 1.502 -0.034 0.023 -0.002 0.57
C -2.534 -2.363 1.756 0.006 -0.007 -0.013 -0.90
C -3.509 -2.465 0.780 -0.012 -0.003 0.006 -0.39
C -3.359 -1.760 -0.401 0.012 0.014 0.004 -0.93
C -2.235 -0.968 -0.567 0.001 -0.036 -0.024 0.66
C -2.086 -0.087 -1.770 -0.020 -0.029 -0.027 -1.13
S -0.372 0.501 -2.041 -0.077 -0.070 0.054 0.07
C -0.700 2.244 -2.111 0.073 0.026 -0.002 0.02
C -0.709 2.902 -3.332 -0.035 0.032 -0.017 -0.68
C -0.983 4.259 -3.365 -0.003 -0.028 0.020 -0.66
C -1.241 4.930 -2.173 0.001 -0.010 -0.004 -0.47
C -1.215 4.268 -0.958 -0.031 0.021 -0.017 -0.71
C -0.930 2.901 -0.902 -0.014 -0.019 -0.062 0.88
S -0.850 2.037 0.610 0.014 -0.014 0.186 -0.36
N -1.277 -0.913 0.361 0.028 0.002 0.026 0.65
H 3.810 -3.362 -0.222 -0.008 -0.008 0.004 0.43
H 5.275 -3.749 1.715 -0.002 0.000 0.002 0.37
H 4.905 -2.531 3.841 0.000 -0.001 0.000 0.38
H 2.998 -0.945 4.019 0.003 0.006 -0.003 0.44
H -0.733 -1.264 3.500 -0.005 0.010 -0.001 0.57
H 0.215 -2.431 2.578 -0.001 0.011 0.017 0.45
H -2.625 -2.887 2.697 -0.003 -0.002 -0.002 0.51
H -4.384 -3.080 0.943 0.001 -0.003 0.000 0.41
H -4.108 -1.803 -1.180 -0.001 -0.003 0.003 0.50
H -2.701 0.804 -1.633 0.011 -0.003 0.015 0.39
H -2.421 -0.604 -2.668 0.002 0.018 -0.016 0.60
H -0.489 2.355 -4.240 0.011 0.001 0.003 0.43
H -0.983 4.791 -4.307 -0.002 0.002 0.001 0.39
H -1.444 5.993 -2.190 -0.001 -0.001 -0.002 0.38
H -1.382 4.806 -0.035 -0.001 -0.003 -0.001 0.44
Cl 2.571 1.571 -2.467 0.082 0.035 -0.040 -0.29
Si 2.210 1.463 -0.418 0.077 -0.077 0.008 0.87
Cl 4.042 0.844 0.332 0.026 -0.012 0.057 -0.26
Cl 2.185 3.441 0.196 0.049 0.076 -0.040 -0.29
```
Forces are in eV/Å.

The molecular weight is 578.98 g mol⁻¹. The orbital gap (alpha / beta) is 7.57 / 7.57 eV. The net charge is 0. The energy above the lowest of the compared OMol25 structures with the same formula, charge and spin is 0.000 eV.

***

(3)
Below is a structure of composition CH6N2S at a distorted geometry, with properties calculated with ωB97M-V/def2-TZVPD.

The geometry in XYZ format:
```
10
Properties=species:S:1:pos:R:3:forces:R:3:mulliken_charge:R:1
C -0.798 0.170 0.218 1.927 3.391 4.662 -0.66
N 2.060 -0.808 -0.083 -0.799 0.590 0.507 -0.48
N -2.064 0.696 -0.123 0.468 -0.293 -1.449 -0.52
S 1.550 0.780 0.029 -2.886 0.004 -0.467 -0.10
H -0.569 -0.826 0.240 0.113 -2.717 -1.243 0.44
H -0.692 0.406 1.318 0.393 0.160 -1.135 0.33
H -2.001 1.578 -0.615 -0.035 0.312 0.322 0.27
H 2.473 -0.980 -0.962 0.748 -0.632 -0.595 0.24
H 2.540 -1.084 0.745 0.515 -0.530 0.088 0.25
H -2.500 0.067 -0.766 -0.444 -0.286 -0.690 0.24
```
Forces are in eV/Å.

The molecular weight is 78.14 g mol⁻¹. The orbital gap is 8.27 eV. The net charge is 0. The energy above the lowest of the compared OMol25 structures with the same formula, charge and spin is 2.603 eV.

***

(4)
Below is an isolated molecule of C16H19N3O4S at a distorted geometry, with properties calculated with ωB97M-V/def2-TZVPD.

The geometry in XYZ format:
```
43
Properties=species:S:1:pos:R:3:forces:R:3:mulliken_charge:R:1
C -2.014 -5.619 1.374 0.120 0.197 0.134 -1.14
H -3.101 -5.635 1.348 -0.113 -0.066 -0.028 0.32
H -1.665 -6.505 1.898 -0.007 -0.140 0.041 0.36
C -1.517 -4.367 2.086 0.183 -0.208 0.021 -0.54
N -1.976 -3.173 1.412 -0.426 -0.228 0.148 -0.17
C -1.141 -2.261 0.915 -0.558 0.318 -0.139 0.59
O 0.069 -2.279 0.962 0.553 -0.075 0.040 -0.60
N -1.773 -1.157 0.281 0.592 -0.100 -0.084 0.05
C -3.082 -0.809 0.281 -0.035 0.387 -0.137 0.88
O -3.991 -1.521 0.648 -0.317 -0.034 0.031 -0.72
C -3.340 0.595 -0.268 -0.457 -0.104 0.222 -0.54
H -3.572 0.534 -1.334 0.034 -0.009 0.127 0.33
H -4.198 1.008 0.272 0.140 -0.160 -0.088 0.36
O -2.216 1.455 -0.160 0.084 0.006 -0.379 -0.39
C -1.818 1.751 1.097 0.147 0.287 0.104 0.66
O -2.351 1.299 2.072 -0.075 -0.045 0.031 -0.59
C -0.648 2.701 1.083 0.118 -0.059 0.186 -0.51
H -0.241 2.754 0.073 -0.034 0.074 0.022 0.29
C 0.426 2.294 2.095 -0.089 -0.074 -0.124 -1.06
H -0.035 2.190 3.078 0.058 0.056 0.018 0.47
H 1.182 3.078 2.135 -0.041 0.009 0.045 0.44
C 1.109 0.972 1.723 -0.117 0.167 0.349 -0.06
C 1.736 1.044 0.379 -0.181 -0.645 -0.453 0.36
N 2.571 1.939 0.016 0.101 0.584 0.829 -0.57
C 2.975 1.787 -1.278 -0.133 -0.602 -0.844 -0.37
C 3.882 2.598 -1.953 -0.024 -0.028 0.041 -0.57
C 4.184 2.308 -3.267 0.066 0.099 0.023 -0.46
C 3.597 1.225 -3.918 -0.053 -0.124 -0.095 -0.53
C 2.695 0.406 -3.267 0.031 -0.036 -0.112 -0.63
C 2.387 0.691 -1.948 -0.074 0.285 0.289 1.03
S 1.314 -0.145 -0.866 0.516 0.383 0.069 -0.11
H 2.241 -0.436 -3.768 -0.021 -0.075 -0.101 0.42
H 3.853 1.020 -4.946 0.020 -0.016 -0.087 0.38
H 4.887 2.928 -3.802 0.057 0.055 -0.039 0.38
H 4.331 3.432 -1.438 0.060 0.104 0.055 0.45
H 1.893 0.768 2.458 -0.056 -0.099 -0.036 0.44
H 0.404 0.141 1.756 0.027 -0.048 0.073 -0.06
H -1.034 3.688 1.349 -0.047 -0.010 -0.077 0.35
H -1.104 -0.503 -0.114 -0.195 -0.131 0.087 -0.15
H -2.973 -3.007 1.325 0.159 0.126 -0.099 0.27
H -0.426 -4.332 2.090 -0.151 -0.005 0.100 0.32
H -1.877 -4.356 3.120 0.123 0.007 -0.064 0.32
H -1.640 -5.647 0.354 0.017 -0.022 -0.100 0.30
```
Forces are in eV/Å.

The molecular weight is 349.41 g mol⁻¹. The orbital gap is 9.40 eV. The net charge is 0. The energy above the lowest of the compared OMol25 structures with the same formula, charge and spin is 0.099 eV.

***

(5)
Below is a structure of composition C6H10O, with properties calculated with ωB97M-V/def2-TZVPD.

The geometry in XYZ format:
```
17
Properties=species:S:1:pos:R:3:forces:R:3:mulliken_charge:R:1
O -0.856 1.975 0.779 0.018 0.040 -0.086 -0.71
C 0.175 1.508 0.165 0.010 -0.007 -0.237 0.71
C 0.932 0.247 0.924 0.172 -0.204 0.118 -0.87
C 0.147 -1.049 1.017 -0.027 0.050 0.004 -0.55
C 0.026 -1.696 -0.360 0.067 -0.053 0.056 -0.53
C -0.354 -0.601 -1.346 0.019 0.375 0.010 -0.27
C -0.136 0.634 -0.987 -0.102 -0.351 0.137 -0.43
H -1.642 2.149 -0.754 0.055 -0.062 0.011 0.05
H 1.018 2.193 -0.067 -0.146 -0.084 0.041 0.27
H 1.094 0.690 1.909 -0.031 -0.023 -0.146 0.35
H 1.902 0.103 0.435 -0.115 0.010 0.065 0.37
H -0.848 -0.820 1.414 0.111 -0.061 -0.054 0.28
H 0.641 -1.731 1.718 -0.057 0.105 -0.078 0.29
H 0.972 -2.159 -0.671 -0.117 0.069 0.046 0.27
H -0.736 -2.482 -0.375 0.083 0.128 -0.032 0.34
H -0.814 -0.843 -2.299 0.041 0.075 0.120 0.40
H -1.521 1.882 -1.502 0.018 -0.008 0.025 0.02
```
Forces are in eV/Å.

The molecular weight is 98.14 g mol⁻¹. The orbital gap (alpha / beta) is 8.37 / 8.37 eV. The net charge is 0. The energy above the lowest of the compared OMol25 structures with the same formula, charge and spin is 4.929 eV.

***

(6)
Below is a cluster of 2 separate species, C5H10O2 in total at a distorted geometry, with properties calculated with ωB97M-V/def2-TZVPD.

The geometry in XYZ format:
```
17
Properties=species:S:1:pos:R:3:forces:R:3:mulliken_charge:R:1
C 2.461 0.405 -0.097 0.384 0.032 0.107 -0.76
O 1.164 0.364 -0.629 0.107 0.085 -0.043 -0.35
C 0.309 -0.518 0.020 -0.105 -0.023 -0.132 0.07
C -0.304 -0.211 1.392 -0.009 0.204 0.245 -0.73
C -1.029 0.025 0.145 0.086 0.803 -0.128 0.11
C -1.808 0.837 -0.546 -0.009 -0.007 0.396 -0.23
O -1.647 1.043 -1.881 0.195 0.102 -0.119 -0.51
H 2.970 -0.562 -0.213 0.004 0.109 0.028 0.30
H 2.436 0.673 0.968 0.069 -0.036 -0.132 0.29
H 2.995 1.174 -0.656 0.077 -0.124 0.123 0.24
H 0.508 -1.581 -0.174 -0.229 0.310 -0.034 0.40
H -0.510 -1.077 2.026 -0.054 0.191 -0.228 0.23
H -0.018 0.695 1.915 0.179 -0.116 0.113 0.26
H -1.962 -2.087 0.080 -0.524 -0.321 -0.201 0.08
H -2.184 -1.399 -0.156 -0.046 -1.208 0.212 -0.10
H -2.672 1.337 -0.123 0.083 0.055 -0.099 0.36
H -0.709 0.882 -2.071 -0.209 -0.054 -0.108 0.35
```
Forces are in eV/Å.

The molecular weight is 102.13 g mol⁻¹. The orbital gap is 9.46 eV. The net charge is 0. The energy above the lowest of the compared OMol25 structures with the same formula, charge and spin is 5.047 eV.

***

(7)
Below is a cluster of 3 separate species, C4H14NO3 in total at a distorted geometry, with properties calculated with ωB97M-V/def2-TZVPD.

The geometry in XYZ format:
```
22
Properties=species:S:1:pos:R:3:forces:R:3:mulliken_charge:R:1
C -0.211 -1.763 -2.073 -0.406 -0.371 -1.850 -1.20
C 0.503 -0.612 -1.385 0.600 -2.060 0.708 -0.29
N -0.288 0.028 -0.347 -0.064 1.522 -1.612 -0.07
C 0.246 1.380 -0.111 0.200 -0.468 1.756 -0.76
C 1.521 1.376 0.899 -1.375 0.494 0.252 -0.40
O 1.787 0.154 1.410 0.745 -0.150 -0.684 -0.88
H 0.499 -2.453 -2.557 0.164 -0.070 0.659 0.36
H -0.902 -2.332 -1.455 0.147 0.049 0.261 0.33
H -0.764 -1.480 -2.988 -0.350 0.434 0.562 0.27
H 0.876 0.061 -2.156 -0.182 0.401 0.268 0.28
H 1.381 -1.114 -0.935 0.080 0.687 0.010 0.25
H -0.190 -0.453 0.535 0.505 -0.290 0.076 -0.01
H 0.444 1.914 -1.040 -0.123 -0.128 -0.088 0.49
H -0.517 1.891 0.473 -0.280 0.425 -0.276 0.29
H 1.207 2.099 1.692 -0.019 -0.091 0.040 0.22
H 2.313 1.964 0.403 0.661 -0.570 -0.285 0.23
H 1.168 -0.390 2.622 -0.593 0.700 0.689 0.45
H -0.147 -1.063 2.746 -0.475 -0.228 0.282 0.26
O 0.449 -0.647 3.373 0.724 -0.191 -0.775 -0.77
H -3.173 0.006 0.963 1.166 -0.325 0.469 0.32
H -2.749 0.914 -0.296 0.799 -0.613 0.530 0.32
O -3.450 0.520 0.226 -1.921 0.842 -0.992 -0.67
```
Forces are in eV/Å.

The molecular weight is 124.16 g mol⁻¹. The orbital gap is 7.42 eV. The net charge is -1. The energy above the lowest of the compared OMol25 structures with the same formula, charge and spin is 1.569 eV.